# 1
113
Properties=species:S:1:pos:R:3:forces:R:3 method="wB97M-V/def2-TZVPD" charge=+1 s2=0.76 energy_ha=-7116.72932 lumo_ev="-5.02 / -8.44" fmax_ev_per_a=7.4 multiplicity=2 orbital_gap_ev="7.6 / 4.1"
N 5.063 0.748 1.850 0.9 0.3 0.0
H 4.445 -0.045 1.754 -0.6 -1.4 0.2
H 5.269 1.098 0.926 -0.6 0.9 -0.3
H 5.979 0.546 2.224 0.3 -0.8 0.4
H 4.641 1.392 2.503 -0.4 0.8 -0.3
N -1.946 -3.053 -2.878 -1.2 -1.0 0.3
H -1.998 -3.917 -3.399 0.0 -0.4 -0.3
H -1.527 -3.279 -1.988 1.2 0.4 0.1
H -2.890 -2.834 -2.594 -1.2 0.2 -0.3
H -1.584 -2.310 -3.459 0.7 0.6 0.4
O 2.927 -1.248 2.136 -2.0 0.7 -1.8
C 1.881 -1.078 1.483 1.5 0.2 -0.1
O 1.775 -0.619 0.218 -0.5 0.0 2.2
B 0.315 -0.212 -0.017 0.0 -1.4 0.8
O -0.461 -0.772 1.142 2.8 -0.9 2.0
C 0.462 -1.261 2.091 -2.2 1.3 0.9
O 0.208 -1.559 3.251 0.6 0.2 -3.0
O -0.187 -0.874 -1.192 -1.9 0.9 -2.5
C -0.925 0.038 -1.936 0.8 -2.0 -1.2
O -1.552 -0.175 -2.975 1.4 0.0 2.6
C -0.697 1.373 -1.264 -2.5 2.9 -0.6
O 0.070 1.200 -0.188 0.1 0.7 -0.5
O -1.296 2.381 -1.644 2.1 -2.2 1.3
O -4.958 -2.401 -3.168 0.4 3.6 2.0
C -4.982 -1.266 -2.625 0.4 -4.9 -3.4
O -4.719 -1.012 -1.385 0.1 1.0 1.5
B -4.938 0.431 -1.188 0.8 0.9 -1.6
O -5.423 0.980 -2.445 1.1 -0.7 0.5
C -5.317 -0.005 -3.350 -3.8 1.5 -4.4
O -5.771 0.084 -4.508 2.3 -0.5 3.8
O -5.937 0.730 -0.170 0.2 1.7 4.8
C -5.363 1.329 0.899 -5.3 -1.7 0.2
O -6.002 1.566 1.998 2.3 -0.5 -3.6
C -3.916 1.544 0.576 7.0 1.6 1.6
O -3.730 1.153 -0.670 -0.9 -0.4 1.0
O -3.001 1.934 1.338 -4.3 -1.4 -2.4
C 4.380 -3.141 4.871 -0.6 0.6 1.0
C 3.094 -3.912 4.766 -1.7 -0.1 0.9
O 3.221 -4.836 3.747 1.7 -2.5 -2.2
S 4.753 -4.954 3.189 -0.4 0.8 -2.1
O 4.742 -5.029 1.707 -0.1 0.4 4.2
O 5.559 -5.855 3.962 -0.9 0.7 -0.6
O 5.053 -3.405 3.696 1.4 -1.0 -2.1
H 4.935 -3.471 5.749 0.2 0.2 0.0
H 4.133 -2.080 4.919 0.4 0.0 0.0
H 2.217 -3.379 4.402 0.2 0.8 0.7
H 2.889 -4.451 5.692 -0.2 0.2 0.1
C 2.918 2.152 -1.763 0.4 0.1 -1.3
C 3.919 3.239 -2.214 -2.7 -0.9 -2.4
O 3.791 4.281 -1.266 0.2 0.5 1.6
S 3.156 3.719 0.168 -1.5 0.2 -0.3
O 1.743 4.120 0.276 3.4 -0.3 -0.1
O 4.070 3.871 1.317 -1.8 -0.7 -2.9
O 3.172 2.216 -0.405 0.6 -1.2 3.9
H 3.123 1.199 -2.250 0.7 -0.3 0.8
H 1.842 2.225 -1.918 0.1 1.2 -0.3
H 3.480 3.521 -3.171 0.2 1.0 0.0
H 4.900 2.855 -2.494 0.4 0.2 1.1
C 2.419 6.892 -3.479 -0.5 0.6 -1.6
C 1.520 7.029 -2.257 2.2 0.9 0.4
O 0.562 6.038 -2.356 -1.8 -1.6 0.5
S 0.630 5.110 -3.654 -0.2 1.2 -2.3
O -0.337 5.650 -4.609 1.8 -1.4 1.8
O 0.703 3.686 -3.408 0.0 2.1 0.1
O 2.129 5.635 -4.047 -0.7 -2.6 0.3
H 3.494 6.963 -3.314 -0.2 0.0 0.2
H 2.098 7.518 -4.312 0.3 1.0 0.5
H 1.141 8.049 -2.197 -0.6 -0.3 -0.1
H 2.123 6.849 -1.366 -0.2 -0.1 0.2
C -0.574 -4.486 4.546 0.7 -0.6 -0.3
C -0.300 -5.731 5.409 -0.6 -0.9 -0.3
O -1.559 -6.155 5.966 -2.0 1.0 -0.3
S -2.868 -5.236 5.445 0.8 -2.7 -0.6
O -3.715 -4.921 6.595 2.1 0.1 -2.6
O -3.453 -5.936 4.269 1.5 2.4 2.9
O -1.807 -4.020 4.986 -2.9 0.7 0.7
H -0.599 -4.709 3.479 -0.4 -0.6 -0.1
H 0.172 -3.691 4.548 -0.3 0.1 0.9
H 0.322 -5.664 6.302 0.4 0.5 -0.5
H -0.014 -6.545 4.743 0.5 0.0 0.2
C 1.802 -0.266 -5.054 0.3 3.6 -0.7
C 1.613 -1.186 -6.169 1.4 -0.5 -2.0
O 1.129 -2.306 -5.545 -1.3 -3.6 2.0
S 1.719 -2.487 -4.011 1.6 -3.0 0.3
O 3.045 -3.138 -4.082 -3.4 1.6 0.1
O 0.755 -2.971 -2.999 1.8 1.0 -3.1
O 1.869 -0.961 -3.851 -0.1 0.9 1.7
H 0.944 0.396 -5.177 0.0 0.4 1.4
H 2.726 0.307 -5.134 -0.1 0.1 -0.1
H 2.556 -1.357 -6.689 0.1 -0.5 0.0
H 0.894 -0.886 -6.931 -0.1 0.2 0.3
C -1.757 5.410 -0.061 1.5 1.0 1.0
C -0.941 6.464 0.778 -1.2 1.3 -1.6
O -1.166 6.098 2.123 0.7 0.1 2.2
S -2.717 5.780 2.281 -3.9 -0.7 -0.3
O -3.702 6.909 2.151 3.8 -2.6 -0.2
O -3.050 4.831 3.330 1.6 1.6 -1.4
O -2.608 4.889 0.914 -2.6 -0.2 0.8
H -1.101 4.577 -0.313 -0.1 0.2 -0.6
H -2.282 5.871 -0.898 0.0 -0.2 0.0
H -1.362 7.469 0.804 -0.2 0.1 -1.1
H 0.070 6.591 0.389 0.3 -0.7 1.1
C -3.502 -2.634 0.657 0.0 -1.8 0.9
C -2.499 -3.387 1.549 0.5 0.2 0.0
O -2.846 -4.781 1.539 -1.3 0.0 -1.0
S -3.678 -5.176 0.169 0.8 -0.1 1.2
O -4.926 -5.759 0.585 1.4 1.3 -0.9
O -2.813 -5.907 -0.732 -1.0 1.3 0.7
O -3.758 -3.593 -0.382 0.3 -1.5 -1.0
H -3.089 -1.686 0.312 -0.1 -0.3 -0.3
H -4.503 -2.567 1.083 0.3 0.8 0.8
H -2.445 -2.960 2.551 -0.4 -0.5 0.2
H -1.467 -3.401 1.199 0.0 0.7 -0.5

# 2
103
Properties=species:S:1:pos:R:3:forces:R:3 method="wB97M-V/def2-TZVPD" charge=+1 energy_ha=-9428.49549 lumo_ev="-4.12 / -4.12" fmax_ev_per_a=3.0 multiplicity=1 orbital_gap_ev="6.0 / 6.0"
Tc 0.130 2.064 -0.392 1.5 -2.5 0.5
S -1.422 2.601 -2.073 0.3 0.7 0.0
C -2.979 2.124 -1.459 0.2 -0.5 0.3
C -4.109 2.811 -1.911 0.1 0.0 0.0
C -5.363 2.472 -1.453 0.0 0.0 0.0
C -5.518 1.420 -0.560 0.1 -0.1 0.1
C -4.411 0.705 -0.146 -0.1 -0.2 0.2
C -3.133 1.064 -0.566 0.0 0.2 -0.2
As -1.683 -0.041 0.144 -1.2 0.2 0.8
C -2.589 -1.710 -0.249 0.1 -0.1 -0.2
C -2.873 -2.629 0.749 0.2 0.2 0.3
C -3.751 -3.668 0.487 0.0 0.0 0.0
C -4.352 -3.777 -0.757 0.0 0.0 0.0
C -4.069 -2.857 -1.755 0.0 0.0 0.0
C -3.184 -1.823 -1.501 0.1 0.3 -0.1
C -1.839 0.260 2.067 0.5 -0.6 0.0
C -0.939 -0.304 2.882 -0.2 -0.3 -0.4
C -0.598 0.270 4.212 -0.2 -0.3 0.0
C -1.543 1.385 4.718 -0.3 0.0 0.2
C -2.730 1.642 3.860 -0.1 -0.2 -0.2
C -2.800 1.213 2.600 -0.7 0.4 0.2
H -3.975 3.603 -2.633 0.0 0.1 0.0
H -6.223 3.024 -1.792 -0.1 0.1 -0.1
H -6.495 1.156 -0.193 -0.1 -0.1 0.0
H -4.531 -0.142 0.526 -0.1 0.1 -0.1
H -2.422 -2.513 1.729 -0.1 -0.1 -0.1
H -3.984 -4.378 1.266 0.0 -0.1 0.1
H -5.057 -4.571 -0.945 -0.1 -0.1 0.0
H -4.540 -2.936 -2.724 0.0 0.0 -0.1
H -2.965 -1.084 -2.268 -0.1 -0.1 0.0
H -0.293 -1.095 2.522 0.0 0.1 0.0
H -0.350 -0.496 4.946 0.0 0.0 0.0
H -1.834 1.285 5.763 0.1 0.0 0.0
H -3.508 2.260 4.283 -0.2 0.1 -0.1
H -3.642 1.494 1.981 0.0 0.1 0.1
C 3.263 1.044 0.171 0.0 -0.4 0.3
N 2.507 2.087 -0.516 -0.7 0.2 0.2
C 2.721 1.963 -1.963 -0.2 0.0 -0.4
C 3.056 3.386 -0.100 -0.2 0.6 0.1
C 2.119 4.474 -0.527 0.2 -0.3 0.1
C 2.524 5.797 -0.631 0.0 -0.2 0.0
C 1.590 6.782 -0.896 0.0 0.0 0.0
C 0.258 6.433 -1.000 0.0 0.1 0.1
C -0.135 5.107 -0.909 -0.5 0.2 -0.1
C 0.792 4.088 -0.711 0.1 -0.4 -0.5
H 4.310 1.067 -0.142 0.0 0.0 -0.1
H 2.850 0.070 -0.068 0.1 0.1 0.1
H 3.228 1.210 1.241 0.0 0.0 0.1
H 3.790 1.898 -2.186 0.0 0.0 0.1
H 2.309 2.837 -2.462 0.0 -0.1 -0.1
H 2.218 1.072 -2.330 0.0 0.1 0.0
H 4.060 3.522 -0.519 0.0 -0.1 0.0
H 3.132 3.414 0.992 0.0 -0.2 -0.1
H 3.565 6.054 -0.498 0.1 0.0 0.0
H 1.893 7.812 -1.002 0.1 0.1 0.0
H -0.493 7.189 -1.170 -0.1 0.1 0.0
H -1.193 4.905 -0.991 0.1 -0.1 -0.1
Br 0.218 3.239 6.213 -0.2 -0.2 -0.4
C -0.412 2.438 4.507 0.3 0.4 0.4
C -0.713 3.525 3.543 0.2 0.2 -0.1
C -0.426 3.414 2.244 -0.2 0.6 0.4
C 0.349 2.310 1.686 -0.1 -0.3 -0.4
C 0.898 1.443 2.546 0.5 0.2 -0.3
C 0.535 1.334 3.997 0.5 0.2 -0.2
H -1.209 4.400 3.942 -0.1 0.1 -0.1
H -0.710 4.220 1.577 -0.1 0.1 0.1
H 1.539 0.646 2.199 -0.1 -0.2 -0.2
H 1.419 1.162 4.615 -0.1 0.0 0.0
C 0.172 0.105 -0.579 0.7 2.1 -0.4
Ge 0.974 -1.722 -1.120 0.4 -0.8 0.1
C 0.495 -2.724 -2.808 0.0 0.6 0.8
C -0.730 -3.347 -2.997 -0.2 0.0 0.1
C -0.954 -4.151 -4.103 -0.1 0.0 0.0
C 0.043 -4.346 -5.041 0.0 0.0 0.0
C 1.275 -3.746 -4.849 0.0 0.0 -0.1
C 1.500 -2.948 -3.742 0.2 0.2 0.1
C 2.982 -1.929 -1.237 -0.6 0.2 -0.1
C 3.808 -1.303 -2.167 0.0 0.2 0.1
C 5.119 -1.707 -2.350 0.1 0.1 -0.1
C 5.634 -2.765 -1.620 0.0 -0.1 0.1
C 4.821 -3.412 -0.708 0.2 0.0 0.0
C 3.513 -2.999 -0.527 -0.2 0.0 0.2
C 0.616 -2.788 0.526 0.1 0.4 -0.5
C -0.112 -3.967 0.571 0.1 -0.1 -0.2
C -0.182 -4.708 1.742 -0.1 -0.1 0.0
C 0.493 -4.291 2.876 0.0 0.0 0.1
C 1.245 -3.128 2.840 0.1 0.1 0.0
C 1.299 -2.387 1.673 0.1 0.0 -0.1
H -1.523 -3.218 -2.276 0.1 -0.1 -0.1
H -1.916 -4.624 -4.230 -0.1 -0.1 0.0
H -0.130 -4.963 -5.910 0.0 -0.1 0.0
H 2.071 -3.897 -5.561 0.1 0.0 -0.1
H 2.477 -2.513 -3.601 0.0 0.0 -0.1
H 3.433 -0.494 -2.775 0.0 0.0 -0.1
H 5.739 -1.201 -3.075 0.0 0.0 -0.1
H 6.654 -3.085 -1.763 0.1 0.0 0.0
H 5.195 -4.249 -0.138 0.1 -0.1 0.1
H 2.898 -3.526 0.185 0.0 -0.1 0.0
H -0.604 -4.331 -0.320 -0.1 0.0 0.0
H -0.750 -5.625 1.761 -0.1 -0.1 0.0
H 0.454 -4.879 3.781 0.0 -0.1 0.1
H 1.794 -2.802 3.713 0.0 0.0 0.1
H 1.923 -1.502 1.629 0.0 0.1 0.1

# 3
75
Properties=species:S:1:pos:R:3:forces:R:3 method="wB97M-V/def2-TZVPD" charge=+1 s2=0.76 energy_ha=-1404.40839 lumo_ev="-3.03 / -7.96" fmax_ev_per_a=3.1 multiplicity=2 orbital_gap_ev="6.8 / 1.8"
C -1.266 -5.130 -26.094 0.4 1.3 0.4
O -0.574 -6.330 -26.251 -0.5 -0.9 0.6
C 0.805 -6.260 -25.840 -1.6 -2.5 -0.6
C 1.308 -7.814 -25.902 0.8 2.3 -0.5
N 2.777 -7.773 -25.892 0.7 -1.0 0.3
C 3.449 -8.866 -25.136 -0.3 0.6 -0.9
C 3.687 -10.121 -26.037 -0.9 1.1 1.3
O 4.489 -9.809 -27.184 0.1 -2.0 0.1
C 4.715 -11.082 -27.894 0.4 1.0 0.0
H -2.356 -5.147 -26.110 0.1 -1.0 -0.3
H -0.955 -4.424 -26.863 0.1 0.3 -0.2
H -1.032 -4.663 -25.137 0.2 0.1 0.3
H 0.920 -5.917 -24.811 0.1 0.3 0.0
H 1.199 -5.553 -26.570 1.2 -0.2 0.2
H 0.919 -8.315 -26.789 -0.3 0.2 -0.1
H 1.011 -8.399 -25.032 -0.4 0.4 0.1
H 3.207 -7.863 -26.802 -0.6 0.0 -0.6
H 2.838 -8.961 -24.239 -0.1 -1.0 -0.1
H 4.397 -8.530 -24.716 0.3 0.2 -0.4
H 2.740 -10.501 -26.422 -0.3 -0.1 0.2
H 4.105 -10.844 -25.337 0.5 -0.5 -0.5
H 5.423 -10.889 -28.700 0.0 0.2 0.2
H 3.828 -11.522 -28.348 -0.4 0.4 0.2
H 5.153 -11.862 -27.272 0.1 0.3 0.4
C 1.506 -6.707 -21.903 1.2 -0.2 0.8
O 2.417 -5.733 -22.518 -1.5 -2.4 0.3
C 2.502 -4.516 -21.834 0.6 0.6 -1.3
C 3.526 -3.653 -22.627 0.6 0.4 0.5
N 4.852 -4.255 -22.805 0.7 0.0 -0.2
C 5.846 -3.507 -23.682 -0.5 -0.1 1.7
C 6.391 -2.228 -22.976 1.1 -0.7 0.6
O 7.367 -2.526 -21.901 -1.2 -0.8 -1.6
C 8.027 -1.450 -21.286 -1.1 0.0 0.8
H 0.558 -6.977 -22.368 0.1 0.7 -0.9
H 1.229 -6.512 -20.867 0.1 1.0 0.1
H 2.039 -7.643 -21.735 0.3 -0.1 -0.6
H 2.782 -4.657 -20.790 0.1 0.1 0.1
H 1.516 -4.059 -21.923 0.0 0.6 0.4
H 3.670 -2.732 -22.062 -0.2 0.2 0.1
H 3.128 -3.359 -23.598 -0.5 -0.1 -0.2
H 4.698 -5.149 -23.248 0.1 -0.2 -0.1
H 5.375 -3.276 -24.637 -0.1 0.6 -0.2
H 6.676 -4.169 -23.929 -0.1 -0.2 0.3
H 5.510 -1.710 -22.594 0.2 0.4 0.3
H 6.970 -1.600 -23.653 -0.5 0.1 -0.5
H 8.752 -0.862 -21.850 0.2 -0.4 -0.5
H 8.475 -1.904 -20.403 0.4 0.2 -0.1
H 7.292 -0.733 -20.920 -0.2 0.3 0.1
C 4.703 -10.840 -31.562 -1.5 -1.0 0.2
O 3.668 -9.817 -31.391 2.2 1.9 -1.2
C 4.341 -8.521 -31.513 0.4 -0.8 1.6
C 3.376 -7.355 -31.580 -0.9 0.0 0.5
N 4.089 -6.043 -31.525 0.9 -2.5 0.7
C 5.156 -5.784 -30.531 -1.0 0.8 -0.3
C 4.763 -5.907 -29.051 -1.3 0.7 1.3
O 3.936 -4.847 -28.531 -0.8 -0.9 -1.6
C 2.602 -4.719 -29.156 1.4 0.7 1.0
H 4.118 -11.759 -31.598 0.0 0.0 -0.2
H 5.341 -10.989 -30.690 0.2 0.7 -0.1
H 5.261 -10.786 -32.497 0.0 0.5 0.1
H 5.021 -8.349 -32.348 0.3 -1.0 -0.2
H 4.831 -8.361 -30.553 0.8 -0.3 -0.1
H 2.766 -7.513 -30.690 -0.2 0.6 0.2
H 2.760 -7.617 -32.440 -0.1 1.4 -0.3
H 4.345 -5.604 -32.398 -0.6 0.3 -0.5
H 5.558 -4.814 -30.823 -0.2 0.3 0.4
H 6.019 -6.433 -30.678 -0.1 -0.7 -0.2
H 5.622 -5.924 -28.380 0.4 0.2 -0.6
H 4.281 -6.857 -28.819 -0.2 -0.4 -0.5
H 2.201 -3.813 -28.703 0.0 0.0 -0.2
H 1.871 -5.511 -28.995 0.5 -0.5 0.2
H 2.744 -4.541 -30.222 -0.1 0.0 -0.4
O 4.617 -5.921 -25.667 1.3 0.8 0.0
H 3.911 -6.489 -25.976 -1.0 -0.4 0.5
H 5.011 -5.573 -26.466 0.1 0.4 0.1